# 1
Molecular formula: C5H10O
Method: DFT, wB97M-V/def2-TZVPD

Cartesian coordinates (Å):
C -0.281 1.759 -1.496
C -0.569 -0.644 0.993
C -1.461 -1.386 0.057
C 0.717 -0.482 0.792
C 2.054 -0.239 1.204
O 1.683 -0.770 -0.115
H 0.666 2.303 -1.483
H -1.103 2.457 -1.669
H -0.268 0.996 -2.280
H -0.958 -0.277 1.935
H -2.374 -0.826 -0.163
H -1.746 -2.329 0.536
H -0.941 -1.622 -0.877
H -0.394 1.280 -0.523
H 2.479 0.758 1.219
H 2.495 -0.976 1.869

***

# 2
Molecular formula: C4H5NO2
Method: DFT, wB97M-V/def2-TZVPD

Cartesian coordinates (Å):
O -1.091 2.224 -0.455
C -0.463 1.286 -0.061
C -0.984 -0.046 0.411
C -0.203 -1.110 -0.363
N 1.223 -0.983 -0.091
C 1.642 0.191 0.081
O 0.918 1.360 -0.033
H -0.771 -0.157 1.483
H -2.064 -0.091 0.264
H -0.366 -0.986 -1.444
H -0.525 -2.119 -0.097
H 2.682 0.408 0.314

***

# 3
Molecular formula: C50H77CdN6OPSbSi3
Method: DFT, wB97M-V/def2-TZVPD

Calculated values
Charge: +3

Cartesian coordinates (Å):
Cd 0.320 -0.175 0.680
C -2.044 0.946 2.803
Sb -1.270 -0.931 3.524
C 0.735 -0.398 2.786
C 1.678 -1.552 2.791
C 2.048 -2.226 3.962
C 2.912 -3.299 3.904
C 3.395 -3.710 2.666
C 2.996 -2.998 1.553
N 2.182 -1.935 1.600
Si 1.371 1.120 3.705
C 1.342 2.652 2.598
C 0.462 1.511 5.292
C 3.173 0.842 4.182
C -2.347 -2.314 2.070
C -1.798 -2.702 0.732
C -2.463 -3.686 -0.029
C -1.877 -4.252 -1.135
C -0.608 -3.826 -1.524
C -0.056 -2.785 -0.823
N -0.639 -2.213 0.249
Si -2.345 -3.925 3.178
C -3.012 -5.481 2.375
C -3.338 -3.624 4.732
C -0.556 -4.311 3.589
Si -4.164 -1.686 1.885
C -4.270 -0.635 0.327
C -5.449 -3.033 1.647
C -4.734 -0.727 3.401
H -1.256 1.694 2.849
H -2.882 1.281 3.409
H -2.373 0.835 1.772
H 1.633 -1.906 4.911
H 3.194 -3.826 4.807
H 4.050 -4.564 2.567
H 3.338 -3.292 0.565
H 0.361 3.131 2.562
H 1.612 2.406 1.565
H 2.044 3.405 2.970
H -0.603 1.709 5.156
H 0.895 2.406 5.746
H 0.557 0.700 6.018
H 3.801 0.595 3.322
H 3.283 0.025 4.896
H 3.566 1.748 4.652
H -3.423 -4.041 0.304
H -2.387 -5.041 -1.672
H -0.072 -4.293 -2.338
H 0.910 -2.380 -1.106
H -4.024 -5.412 1.978
H -3.033 -6.229 3.173
H -2.355 -5.869 1.596
H -4.395 -3.440 4.530
H -2.962 -2.804 5.344
H -3.283 -4.532 5.338
H 0.113 -4.081 2.753
H -0.459 -5.379 3.799
H -0.201 -3.775 4.469
H -3.872 -1.184 -0.532
H -3.754 0.325 0.385
H -5.320 -0.422 0.113
H -5.395 -3.571 0.701
H -6.416 -2.520 1.659
H -5.472 -3.761 2.458
H -4.916 0.321 3.159
H -4.061 -0.763 4.259
H -5.684 -1.148 3.736
O -0.252 1.437 -0.663
P -0.620 2.673 -1.458
C -1.949 2.276 -2.600
C -2.458 3.229 -3.485
C -3.532 2.912 -4.301
C -4.117 1.653 -4.223
C -3.630 0.711 -3.327
C -2.545 1.020 -2.516
C 0.789 3.308 -2.382
C 1.863 3.790 -1.630
C 2.981 4.307 -2.261
C 3.037 4.352 -3.649
C 1.971 3.883 -4.403
C 0.850 3.363 -3.771
C -1.176 4.038 -0.448
C -1.921 3.763 0.697
C -2.440 4.801 1.453
C -2.230 6.117 1.060
C -1.500 6.396 -0.087
C -0.972 5.361 -0.843
H -2.032 4.225 -3.524
H -3.930 3.654 -4.981
H -4.972 1.418 -4.843
H -4.114 -0.254 -3.238
H -2.173 0.297 -1.800
H 1.800 3.789 -0.546
H 3.799 4.708 -1.676
H 3.901 4.778 -4.143
H 2.003 3.952 -5.483
H 0.007 3.030 -4.364
H -2.095 2.739 0.994
H -3.014 4.586 2.345
H -2.638 6.927 1.648
H -1.340 7.421 -0.392
H -0.393 5.590 -1.730
N 6.660 1.207 1.402
C 6.084 -0.187 1.401
C 5.015 -0.278 0.318
N 3.970 0.723 0.445
C 4.522 2.066 0.497
C 5.592 2.259 1.568
H 7.154 1.364 0.520
H 7.358 1.298 2.143
H 5.665 -0.351 2.394
H 6.904 -0.885 1.239
H 4.574 -1.271 0.358
H 5.488 -0.168 -0.665
H 3.375 0.521 1.243
H 3.727 2.787 0.686
H 4.942 2.304 -0.486
H 5.186 2.128 2.570
H 6.075 3.233 1.502
C 1.336 -2.047 -6.166
C 1.565 -2.090 -4.635
N 0.558 -1.291 -3.942
C -0.776 -1.749 -4.330
C -1.036 -1.467 -5.828
N 0.270 -1.017 -6.423
C 0.667 0.306 -5.828
C 0.715 0.114 -4.292
H 0.972 -2.989 -6.571
H 2.222 -1.746 -6.722
H 2.552 -1.699 -4.389
H 1.517 -3.119 -4.282
H -1.520 -1.232 -3.727
H -0.855 -2.814 -4.117
H -1.753 -0.663 -5.986
H -1.363 -2.346 -6.380
H 0.156 -0.908 -7.429
H -0.078 1.036 -6.140
H 1.630 0.577 -6.259
H -0.090 0.672 -3.818
H 1.659 0.486 -3.896

***

# 4
Molecular formula: C10H10Br2ClNO2
Method: DFT, wB97M-V/def2-TZVPD

Cartesian coordinates (Å):
C -2.872 1.159 0.799
C -3.038 0.276 -0.422
Br -4.674 0.460 -1.412
C -2.116 -0.609 -0.821
Br -2.401 -1.662 -2.406
C -0.835 -0.803 -0.088
C -0.631 -1.960 0.638
C 0.567 -2.150 1.356
C 1.555 -1.169 1.283
C 1.310 -0.043 0.506
C 2.332 1.086 0.314
C 2.776 1.059 -1.171
O 2.956 0.011 -1.714
O 2.925 2.236 -1.898
N 0.143 0.119 -0.132
H -2.073 0.809 1.464
H -2.743 2.216 0.534
H -3.814 1.081 1.366
H -1.392 -2.736 0.665
H 0.737 -3.050 1.945
H 2.502 -1.261 1.810
H 1.793 2.010 0.584
H 3.171 0.950 1.003
H 2.190 2.811 -1.634
H -0.011 0.961 -0.672
Cl 1.644 -1.801 -1.897

***

Number 1: HOMO energy -8.88 eV. Number 2: HOMO energy -10.60 eV. Number 3: HOMO energy -13.45 eV. Number 4: HOMO energy -6.28 eV.